1.
The following is a quantum chemistry calculation of a cluster of 2 separate species, C5H16N2O in total, from the Open Molecules 2025 dataset.

Results
E_HOMO, eV: -8.02
Kohn-Sham gap, eV: 8.963
SMILES string: CNC[C@H](C)NC.O
Total charge: 0
LUMO level, eV: 0.944

The geometry in XYZ format:
```
24
C5H16N2O ωB97M-V with the def2-TZVPD basis set
H 3.5721 1.4034 0.9262
H -6.2423 -3.4723 -1.7485
H -0.5490 -0.8079 0.7295
H -1.0136 -1.1251 -1.7607
C 0.1377 -0.1140 0.2160
C 0.3125 0.8091 2.5650
H 3.2650 3.0586 0.3572
H -0.5499 0.6683 -0.1650
O -5.4320 -3.1415 -2.1931
N 0.7899 -0.7786 -0.8737
H 0.4883 -1.7042 -2.7228
C 2.8735 2.2477 0.9632
C 1.0570 0.5702 1.2518
H 2.8716 2.5284 2.0207
H 1.1646 0.9571 3.2497
H -0.2928 0.0530 3.0445
H 1.0073 2.6313 0.6512
H -0.0406 0.0125 -2.6204
H 1.7082 -0.4033 -1.0651
C 0.0081 -0.9608 -2.1015
N 1.5297 1.7606 0.5302
H 1.9383 -0.0728 1.3181
H -0.1233 1.8028 2.5052
H -5.8353 -2.3049 -2.4789
```

2.
The following is a quantum chemistry calculation of a cluster of 7 separate species, C42H105O28P7 in total, from the Open Molecules 2025 dataset.

Results
E_HOMO, eV: -10.39
Kohn-Sham gap, eV: 10.741
SMILES string: CCOP(=O)(OCC)OCC.CCOP(=O)(OCC)OCC.CCOP(=O)(OCC)OCC.CCOP(=O)(OCC)OCC.CCOP(=O)(OCC)OCC.CCOP(=O)(OCC)OCC.CCOP(=O)(OCC)OCC
Total charge: 0
LUMO level, eV: 0.352

The geometry in XYZ format:
```
182
C42H105O28P7 ωB97M-V with the def2-TZVPD basis set
H -2.3198 -9.5653 -0.7122
H -4.0090 2.1018 2.8081
H 4.0043 -4.2081 5.7351
H 3.4847 4.4137 2.3888
H 1.6786 -0.4965 1.8813
C -3.1585 -3.7255 -11.0421
H 3.2497 7.3770 16.7948
O 1.7934 7.9893 15.3293
H -1.5495 -11.6119 -5.4106
H 0.2462 -1.1264 2.6687
C 0.1151 -4.7567 8.7295
P 5.3162 3.4308 -0.1613
C -2.8827 -1.8338 -1.5736
H -5.7307 4.9857 -5.0194
O -6.9871 2.5746 -8.3754
H -7.4118 2.9968 -3.5634
C 1.4036 7.7999 17.7110
C -0.8705 6.0658 12.6982
H 8.0348 3.7584 -0.1878
H -0.1909 0.7904 0.3533
H -5.0246 3.4885 -4.6678
O 0.1734 -7.0892 -3.6738
C -2.3109 -8.5972 -1.2131
H -8.2581 -0.4412 -8.6175
C -1.9550 1.9075 3.7853
C 5.7943 4.2581 2.3248
C -6.8882 3.9524 -3.5890
H -3.3962 -0.0530 -2.6383
H -0.1054 -2.4801 -15.0602
C -0.7250 -11.4299 -4.7212
O 5.4676 2.2805 -1.1281
C -4.3480 -2.0593 -14.0974
H 4.1195 -7.1901 -2.6546
H -6.3924 3.9846 -2.6188
O 6.2347 4.6823 -0.6335
H -2.0478 2.0253 -7.4526
H -0.8522 -6.9560 -1.1903
H -7.5190 4.8410 -3.6150
O -6.7229 3.2947 -5.8920
O -4.1915 -0.2060 1.5162
H -0.7064 -5.2074 9.2863
H 3.0118 -6.0593 -1.1360
H 0.1475 -12.0322 -4.9743
H 0.1291 -9.6915 -5.6144
O -1.6002 -0.6037 1.2063
H -0.8934 2.0058 3.5585
C 4.9158 -1.9222 6.9993
C 3.0112 4.5102 -1.0867
C 3.3767 -4.8114 6.3910
O 0.6818 -9.6610 -3.7056
H -2.7258 2.5028 -9.0246
H -2.1477 0.8780 4.0872
H -0.7690 -8.1227 0.2128
H 0.6097 5.9825 14.2676
C 2.2058 7.2390 16.5130
H -6.7320 0.8709 -7.3898
H -2.1141 -3.9891 -15.7013
H 4.0848 3.3872 3.5757
C -0.2426 -0.1969 0.8122
O -2.9091 0.3931 -0.6812
H 0.7241 -4.0567 -14.7379
H 4.7597 9.2755 14.2829
O 4.2990 -2.6537 8.0574
C -2.3751 -5.1253 -11.0646
P -1.9662 -2.4652 -13.0642
C 2.6979 -5.7896 -2.1444
H 3.2267 10.3028 15.6480
H 1.1814 5.6978 -1.3672
C -3.4850 -0.4547 -1.6290
H -4.5325 -0.4925 -1.3299
H -0.5736 -4.3331 -16.5757
H -1.0947 -5.4605 -15.3579
O 2.2724 -8.0313 -2.5202
H -5.1192 -1.0983 -16.0009
O 2.4809 -3.8041 6.6813
O -2.3884 1.7480 1.5222
C -0.9364 -7.9901 -0.8561
H 1.4428 5.2908 0.2878
H -1.1514 -9.2749 -4.6482
H -3.2873 -2.2758 -0.6631
H 3.4605 -6.4257 5.0003
H -8.3280 1.7052 -7.1854
C 0.6102 6.0548 13.1800
H -4.3677 -1.2318 -13.3882
C -8.2094 0.5967 -8.9469
O -0.7675 -3.5396 -13.4629
H -2.7981 3.4059 2.4952
H -1.2695 5.0877 12.9665
H 5.5775 -0.0139 7.8894
H 4.3967 5.1228 3.8061
H 9.0477 3.9538 -2.3649
O -4.7054 2.7911 -7.4586
H 0.3507 7.5197 17.7414
H -0.9856 -11.8200 -3.7374
C 1.5880 4.9162 -0.7255
O 3.8233 4.1350 0.0212
C 3.1054 -6.9484 -2.9726
O 2.8807 9.2267 13.3269
P -2.9234 0.2901 0.9252
H 0.1706 -0.9208 0.1097
H -3.4994 -3.4218 -10.0524
H 4.0046 -5.2516 7.1657
O 2.3951 -3.9359 9.2597
H -3.4127 -0.9967 -15.7184
O -1.6856 -1.0065 -13.4297
H -0.1545 -3.9680 8.0271
H 6.5783 -1.3070 8.2813
H -1.4966 3.5414 -8.1512
C 3.5139 10.9302 14.8042
C -2.9529 2.3450 2.6915
C 0.6152 -0.3164 2.0395
P 2.6848 -2.8886 8.0150
H 5.2448 -2.6375 6.2456
H 0.4777 0.5255 2.7180
H 6.7112 -0.7555 6.6696
H -0.9199 6.3825 11.6564
H 2.9953 -6.7915 -4.0456
C -0.2834 -9.9341 -4.6351
H 1.6415 -5.5904 -1.9644
O -3.2817 -2.9662 -13.8151
H 4.2324 11.7162 15.0371
H 4.5098 10.2393 12.8745
C 5.9756 -0.9308 7.4547
C -1.1091 -4.4049 -15.6291
H 2.1028 -5.3082 4.7440
H -4.1289 -2.5376 -16.3094
H -3.0247 -5.9101 -10.6771
H 1.4250 8.8874 17.7821
H -4.0275 -3.8272 -11.6922
H -3.2347 -8.1182 -0.8887
C -0.2201 -3.5122 -14.7289
H 2.9904 3.7312 -1.8488
O 3.6509 6.7631 13.9857
C 2.6691 -5.8612 5.4934
C -3.4957 3.6053 -7.3742
C -4.2625 -1.6764 -15.6547
H 2.0135 6.1985 16.2511
C -6.0012 3.9497 -4.8155
O 5.7731 3.1923 1.3950
H -2.1350 -5.4281 -12.0838
H -9.1900 0.9906 -9.2138
H 6.1638 5.1902 1.8973
P -6.1498 3.5491 -7.4098
H 4.1565 -1.3031 6.5215
H -1.5228 -5.0276 -10.3921
H 3.5503 5.2487 -1.6801
H 2.0190 -6.5744 6.0002
H 2.7272 11.4893 14.2977
H 3.1718 -4.8406 -2.3955
O -2.2191 -2.7348 -11.4588
H 0.9134 4.0701 -0.8572
H 1.1667 -4.8802 10.6106
C -2.3521 2.8710 -8.0691
O 0.0759 -8.6535 -1.5419
H -1.7976 -1.9371 -1.5805
H -7.4999 0.5755 -9.7741
O 1.8863 -1.6843 8.0156
H 0.7169 -3.2131 9.9712
O 1.3641 7.1941 12.9165
H -2.1692 2.5296 4.6543
C 4.3302 4.3213 3.0704
P 0.7215 -8.2567 -2.9460
P 2.5495 7.7297 13.8824
H -3.3528 3.7252 -6.3003
H 8.1416 5.4776 -0.6018
C 1.1173 -4.2040 9.7571
C 7.6292 4.5424 -0.8273
H 6.5077 3.9193 3.0762
H 1.1607 5.1811 12.8310
H -5.2698 -2.5482 -13.7823
H -3.6848 4.5905 -7.8003
H 0.5464 -5.5596 8.1316
C -7.5497 1.3962 -7.8832
O -6.1752 5.0124 -7.7891
H 1.7902 7.4006 18.6486
H -3.2271 -2.4510 -2.4034
C 8.0017 4.2506 -2.2890
H 7.5867 3.3408 -2.7229
C 4.0256 9.9180 13.7966
H -2.4397 -8.7386 -2.2862
H -1.4616 6.7681 13.2861
H 7.7271 5.0399 -2.9889
```

3.
The following is a quantum chemistry calculation of a structure of composition C11H17BCoN6, from the Open Molecules 2025 dataset.

Results
E_HOMO (alpha / beta), eV: -16.43 / -15.65
Kohn-Sham gap (alpha / beta), eV: 7.946 / 3.704
Spin multiplicity: 4
Total charge: +2
LUMO level (alpha / beta), eV: -8.482 / -11.941

The geometry in XYZ format:
```
36
C11H17BCoN6 ωB97M-V with the def2-TZVPD basis set
H 1.7788 -1.9230 0.4310
H 0.6263 2.6167 -3.1721
H 3.2709 0.2404 1.0741
C -1.1426 -0.1769 2.4145
C -1.2400 3.5536 -1.1654
N 1.7548 0.8503 -0.3012
H -0.7208 -2.5681 -1.8401
N 0.0636 0.4544 -2.7007
C 0.0106 -0.1166 -3.9189
H 0.5759 -1.8385 1.7579
H -2.2866 1.8796 1.4598
H -0.2049 0.2902 2.7514
C 3.8426 1.6531 -0.5861
H 3.2136 2.8482 -2.4002
N -0.2075 -0.5078 -1.7186
H 0.1978 0.4815 -4.8003
C 0.7140 -1.7534 0.6670
H -0.4547 -2.1772 -4.5396
N -0.9113 1.5929 -0.1341
C 3.0260 2.1638 -1.5923
C -0.3297 -1.4558 -3.7548
H -2.6748 4.3204 0.3292
C -1.8372 2.2920 0.5764
H -1.2684 -1.1265 2.9550
H -1.1732 -0.3706 1.2917
H 4.8784 1.8736 -0.4409
H 0.1188 -2.5465 0.1776
C 3.0161 0.8270 0.1993
Co 0.0315 -0.0855 0.1396
C -0.4758 -1.6605 -2.3784
H -1.0739 4.2884 -1.9372
N 1.7873 1.6780 -1.4218
C -2.0391 3.5385 -0.0303
N -0.5775 2.3888 -1.2336
H -1.9701 0.4951 2.6793
B 0.4878 1.8817 -2.2390
```

4.
The following is a quantum chemistry calculation of a structure of composition C45H52N8O4S2Ti, from the Open Molecules 2025 dataset.

Results
E_HOMO (alpha / beta), eV: -3.97 / -3.97
Kohn-Sham gap (alpha / beta), eV: 6.394 / 6.391
Spin multiplicity: 2
Total charge: -1
LUMO level (alpha / beta), eV: 2.424 / 2.424

The geometry in XYZ format:
```
112
C45H52N8O4S2Ti ωB97M-V with the def2-TZVPD basis set
H 3.9542 -0.6759 4.6266
H -1.1094 5.5496 0.3374
H 0.0225 -2.8678 2.3862
C 2.3534 3.8167 1.8330
H 4.2100 -1.6183 1.7674
H 4.5785 -0.0024 2.3762
H -3.5557 -4.9043 5.0022
C 0.3306 -0.2524 -4.5326
C -3.9902 -3.1124 3.8874
O 1.4181 -1.8662 4.8147
C -0.6000 -0.1083 -7.8619
C -0.2150 2.6158 -1.1459
C 0.7671 0.1125 -5.7925
H 0.8169 6.3576 -0.9636
H -5.3604 -3.5755 -2.9424
O -1.9574 3.1418 0.4207
H -3.9230 -3.6412 2.9336
N -1.3473 -2.3985 4.5009
C -0.9818 3.4866 -0.2717
N -1.0967 0.3956 -0.5942
H 3.8761 -1.3036 -5.7139
H 1.3863 -4.8425 2.6923
H -1.1386 -0.9524 -7.4282
N 0.4065 1.8447 1.8725
C -3.2260 -3.8659 4.9626
C 1.2376 5.2291 4.6473
N -1.9224 -0.5847 -1.1649
H 3.6171 3.4778 3.5670
H 0.9857 2.7293 -6.6673
H 0.9165 6.1444 5.1492
H -0.6678 -0.0111 -4.2041
O -1.8761 -1.3411 1.0158
C 2.8925 -1.0058 -5.3731
S 3.1962 -2.2895 -2.8662
H 3.1120 -5.4386 0.9697
H -1.0984 2.0952 -5.2400
H -0.2141 5.5347 3.0772
H 3.9306 -2.3391 4.0486
H 2.3201 5.1468 4.7558
O 2.2395 0.1314 0.8718
C 1.7724 -2.0533 -1.8390
C 1.6969 -2.7056 -0.5093
H -2.5693 -3.6590 1.1249
H -0.0488 2.5712 -8.0938
N -3.4393 -1.7744 3.7683
H 2.2013 3.3979 0.8334
C -4.7604 -3.5977 -2.0407
H 1.3932 6.0109 2.6425
N 1.0621 3.9883 2.4836
H -3.8907 -1.6587 -2.3851
H 3.2500 -4.1195 -1.0621
C -0.1383 0.8647 -6.7679
H -3.9428 -1.0610 3.2671
C -0.5371 4.8755 -0.2922
C 1.1720 -0.9572 -3.6658
H 1.3150 1.8465 1.4236
H 2.8893 2.0142 2.9130
C -1.3713 1.4427 -6.0717
C -2.2692 -1.4054 -0.2287
N 1.5156 -0.6992 2.8232
C 2.0607 -0.2725 -6.1934
C 0.6195 2.0293 -7.4202
C 2.0422 -1.3308 3.9051
C 1.2446 4.4399 -1.8753
H -5.4448 -5.5447 -1.4456
H 1.3355 2.4456 -2.6140
H -2.0280 0.6616 -5.6853
H -0.5566 0.9616 -2.4677
H -1.5375 4.1501 3.0517
H 4.2383 2.7804 2.0624
C -3.2157 -3.6484 0.2583
C -3.1757 -2.5345 -0.5727
C -1.7359 -3.7862 4.6676
C -2.1547 -1.4653 4.0096
C 2.4399 -1.3510 -4.1027
H -1.4845 -4.3647 3.7696
H 1.4712 1.6878 -8.0086
C 3.3340 2.9723 2.6424
H 0.2531 -0.5033 -8.4173
C 2.4593 -4.5838 0.8380
H -1.9515 2.0310 -6.7859
C 0.7317 -3.1167 1.6029
C -4.0280 -4.7290 -0.0529
H 0.7852 4.3824 5.1632
H -1.8616 2.4605 2.7773
H -0.3627 -2.1332 4.6356
H -5.0487 -3.0336 4.1396
H 2.4170 -0.0064 -7.1803
H -1.1565 -4.2014 5.4931
C 0.1633 2.9539 2.4810
N 0.8396 -1.3444 -2.3765
H 2.0716 4.8022 -2.4711
H -1.0139 2.9656 4.2625
C 0.8289 5.2440 3.1769
C -0.6215 1.2710 -1.4283
C 2.5371 -3.8152 -0.3072
H -1.2631 0.3988 -8.5680
H -4.0426 -5.5978 0.5951
C 3.5706 -1.3318 3.8434
C -4.8088 -4.7030 -1.1994
C 2.4993 -0.3938 1.9629
C 0.5270 5.3117 -1.0186
C -3.9437 -2.5213 -1.7350
S -1.6140 0.1305 3.7603
C 0.7935 -2.2709 0.4809
H -3.4185 -3.4101 5.9368
C 3.8691 -0.8269 2.4380
C 0.8291 3.1367 -1.9445
H 2.7678 4.8112 1.6630
Ti -0.2164 -0.2411 1.1919
C 1.5064 -4.2487 1.7912
C -1.1390 3.1496 3.1932
```

5.
The following is a quantum chemistry calculation of a structure of composition C35H27Br2N8O3Tl, from the Open Molecules 2025 dataset.

Results
E_HOMO, eV: -1.33
Kohn-Sham gap, eV: 5.144
Total charge: -2
LUMO level, eV: 3.813

The geometry in XYZ format:
```
76
C35H27Br2N8O3Tl ωB97M-V with the def2-TZVPD basis set
H 0.1670 2.6193 5.9763
H -4.0264 -2.1762 1.0188
C 5.2165 -0.9055 -0.9999
H 1.4436 -3.4202 1.8298
H 0.8406 3.1193 1.2919
N -2.0485 -2.8091 -2.6200
C -0.1511 1.8009 2.6978
O -1.2301 -2.1042 -3.2348
C -4.8651 1.4677 -1.5924
N 1.7297 1.2382 1.3482
C -0.8600 3.7472 -2.9495
O -0.3650 1.8009 0.3140
C -2.0207 -2.1291 0.9045
C -0.8223 2.4068 -3.3646
H 7.9233 -3.4285 2.8984
C 4.1787 -0.0592 -0.9254
H 6.6288 -1.3827 3.4270
C -3.5148 1.1795 -1.5980
C 6.6263 -1.7812 2.4200
N -0.9610 -1.6326 0.3021
Br 3.7627 0.9346 -2.4881
H -1.7477 1.0441 6.1481
H 6.6725 -3.1082 -1.1859
C -4.2890 -3.2986 -2.0301
H -5.2436 2.2878 -2.1869
H -6.7675 0.8131 -0.8146
C -3.8586 -1.5647 -3.7235
N 2.4584 1.1013 0.2718
C -1.7820 4.4851 -5.0204
N -5.0528 -3.8856 -1.3901
C 5.9024 -1.1284 1.4331
H 1.6978 3.3263 2.9098
C -0.2365 2.1328 5.0955
H -2.1581 2.9689 -6.4915
N -2.9511 0.1672 -0.9225
C -0.6804 -3.6023 2.2282
C 6.6549 -2.7353 -0.1676
O 1.4149 3.2463 3.8305
C 0.2381 -2.1047 0.6345
Tl -0.0992 0.4199 -1.8487
C 0.3387 2.3954 3.8577
C 0.4391 2.0758 1.2954
C 0.4446 -3.0803 1.5911
N -4.2568 -0.7824 -4.4726
H -0.5243 3.9997 -1.9438
C -1.3047 1.2518 5.1805
C -1.7836 3.1880 -5.4982
C 5.8931 -1.5965 0.1133
H -2.8285 1.7810 -2.1872
H -5.7596 -1.0493 0.4673
H -1.5965 0.5184 1.8704
H 1.6979 0.4505 1.9956
H 3.3518 -0.6164 0.9931
C -5.1409 -0.3826 -0.1224
C -3.7538 -0.5853 -0.1810
C -1.3287 4.7914 -3.7501
C -1.8024 0.6412 4.0334
H 1.0699 -1.6654 0.0879
N -3.2830 -1.6472 0.5974
H -2.6385 -0.0455 4.0937
H -2.8228 -3.5199 2.3607
Br -2.4397 5.9018 -6.1457
C 3.3001 0.1334 0.2027
H 7.9454 -4.2771 0.5671
H -1.3458 5.8155 -3.3945
H 5.6382 -1.0806 -1.9821
C -5.6965 0.6510 -0.8403
C 7.3726 -3.3929 0.8193
C 7.3611 -2.9212 2.1246
C -1.9270 -3.1348 1.8863
C -3.3591 -2.5464 -2.8104
H -1.3391 1.1580 -5.0472
H -0.5803 -4.3636 2.9929
H 5.3657 -0.2229 1.6779
C -1.3048 2.1764 -4.6621
C -1.2260 0.9301 2.8036
```

6.
The following is a quantum chemistry calculation of the ion C4H11N2O with charge +1, from the Open Molecules 2025 dataset.

Results
E_HOMO, eV: -13.02
Kohn-Sham gap, eV: 9.692
SMILES string: COC(N)=[N+](C)C
Total charge: +1
LUMO level, eV: -3.327

The geometry in XYZ format:
```
18
C4H11N2O ωB97M-V with the def2-TZVPD basis set
H -0.7366 2.3263 -2.0263
C -0.2258 -1.2788 1.7666
H 0.0228 -2.8714 -0.6765
C 0.4690 -1.9429 -0.5493
H 0.2332 -0.5009 2.2890
H 0.7910 2.0013 -2.7097
H 0.2831 -1.7493 -1.5689
O 0.2474 0.7704 -1.1615
H -1.2531 0.9715 1.6618
H 0.7718 2.8849 -1.4003
C -0.3084 0.6288 -0.0794
N -1.0194 1.3344 0.7218
H -1.2572 -1.1060 2.0793
H 0.0546 -2.2908 2.0218
H 1.4732 -1.8655 -0.2651
H -0.9675 2.3221 0.8579
N -0.3122 -1.1512 0.3431
C 0.2073 2.0526 -1.8335
```

In order of appearance, energy relative to the best compared isomer or geometry (same formula, charge and spin) = 1.711 6.606 0.000 0.089 0.000 5.022 eV.
In order of appearance, DFT total energy = -384.7952 -6160.0218 -2164.8439 -4131.0595 -7334.1431 -343.3796 Ha.
In order of appearance, strongest force on any atom = 2.88 4.27 3.18 1.14 0.49 8.69 eV/A.